1.
Formula: C4H8N2O
Source: the OMol25 dataset
Level of theory: wB97M-V/def2-TZVPD

```
! wB97M-V def2-TZVPD RIJCOSX def2/J DEFGRID3
* xyz 0 1
C 1.118 1.494 -0.464
C 0.337 0.401 0.229
O 0.023 0.873 1.534
C -0.951 -0.029 -0.493
N -1.220 -1.329 0.132
C 1.106 -0.927 0.437
N 0.140 -1.794 0.357
H 1.989 1.753 0.144
H 0.496 2.389 -0.583
H 1.465 1.164 -1.448
H -0.524 0.196 1.958
H -0.767 -0.124 -1.574
H -1.768 0.673 -0.312
H 0.218 -2.772 0.608
H -1.661 -1.968 -0.525
*
```

Computed properties:
E_tot (Ha): -341.8662

Löwdin population analysis, charges in e, atoms 1 to 4: -0.036, -0.614, -0.016, -0.146



2.
Formula: C5H10O
Source: the OMol25 dataset
Level of theory: wB97M-V/def2-TZVPD

```
! wB97M-V def2-TZVPD RIJCOSX def2/J DEFGRID3
* xyz 0 1
C -2.058 0.579 -0.258
C -0.676 -1.202 0.075
O -0.708 0.307 -0.785
C 0.426 -0.238 0.056
C 1.632 -0.551 -0.813
C 0.758 0.597 1.273
H -2.746 -0.260 -0.428
H -2.372 1.436 -0.847
H -2.065 0.788 0.814
H -0.582 -1.826 -0.826
H 1.318 -1.013 -1.752
H 2.280 0.304 -1.023
H 2.229 -1.296 -0.267
H 1.383 -0.004 1.944
H -0.139 0.876 1.828
H 1.321 1.501 1.009
*
```

Computed properties:
E_tot (Ha): -271.5703

Löwdin population analysis, charges in e, atoms 1 to 4: -0.089, 0.063, -0.160, -0.579



3.
Formula: C5H5N2OS
Source: the OMol25 dataset
Level of theory: wB97M-V/def2-TZVPD

```
! wB97M-V def2-TZVPD RIJCOSX def2/J DEFGRID3
* xyz 1 1
C 0.213 -0.091 0.418
C 1.502 -0.153 -0.403
C -0.474 1.204 0.041
C -1.736 0.929 -0.348
C 2.765 -0.435 0.059
N -1.924 -0.365 -0.101
N -0.861 -1.027 0.214
O -0.837 -2.195 0.500
S 4.284 -0.496 0.416
H 0.704 -0.272 1.506
H 1.622 0.018 -1.543
H 0.030 2.103 -0.199
H -2.486 1.670 -0.466
H -2.802 -0.892 -0.094
*
```

Computed properties:
SMILES: O=[N+]1NC=C[C@@H]1C=C=S
E_tot (Ha): -776.0038

Löwdin population analysis, charges in e, atoms 1 to 4: -0.187, -0.143, 0.042, -0.022



4.
Formula: C9H20O
Source: the OMol25 dataset
Level of theory: wB97M-V/def2-TZVPD

```
! wB97M-V def2-TZVPD RIJCOSX def2/J DEFGRID3
* xyz 0 1
C -1.691 0.139 -0.257
C -1.495 -1.320 0.171
C -1.969 0.991 0.992
C -2.891 0.254 -1.204
C 0.051 -0.018 -2.258
C -0.415 0.710 -1.018
O 0.008 1.841 -0.774
H -1.227 -1.965 -0.671
H -0.702 -1.409 0.921
H -1.138 0.936 1.704
H -2.773 -0.369 -2.095
H -2.403 -1.721 0.636
H -2.877 0.657 1.507
H -2.116 2.046 0.733
H -3.026 1.288 -1.542
H -3.815 -0.066 -0.711
H -0.565 -0.884 -2.501
H 1.079 -0.359 -2.115
H 0.019 0.666 -3.109
C 2.071 -0.470 0.896
C 3.390 -0.473 0.150
C 2.071 0.482 2.076
H 1.832 -1.486 1.230
H 1.198 -0.203 0.229
H 3.330 -1.109 -0.739
H 3.670 0.536 -0.168
H 2.799 0.167 2.829
H 1.086 0.496 2.553
H 2.304 1.502 1.753
H 4.194 -0.862 0.783
*
```

Computed properties:
SMILES: CC(=O)C(C)(C)C.CCC
E_tot (Ha): -430.1491

Löwdin population analysis, charges in e, atoms 1 to 4: -0.532, -0.050, -0.053, -0.050



5.
Formula: C2H3ClFN
Source: the OMol25 dataset
Level of theory: wB97M-V/def2-TZVPD

```
! wB97M-V def2-TZVPD RIJCOSX def2/J DEFGRID3
* xyz 0 1
C 0.370 -0.155 0.965
C -0.213 -0.548 -0.762
N -0.479 0.306 1.732
F 0.730 -1.424 -1.222
Cl 2.034 -0.457 1.064
H -0.188 0.320 -1.236
H -1.136 -0.979 -0.601
H -0.218 0.500 2.687
*
```

Computed properties:
SMILES: [H]/N=C(\Cl)CF
E_tot (Ha): -692.7564

Löwdin population analysis, charges in e, atoms 1 to 4: -0.773, -0.086, 0.076, -0.088



6.
Formula: CHN3O4
Source: the OMol25 dataset
Level of theory: wB97M-V/def2-TZVPD

```
! wB97M-V def2-TZVPD RIJCOSX def2/J DEFGRID3
* xyz 0 1
C -0.160 -0.824 -2.299
N -0.572 -0.483 -1.242
N -0.355 -0.823 0.598
N 0.709 1.214 1.450
O 0.059 -1.014 -3.411
O 1.707 0.605 1.352
O 0.436 2.257 1.932
O -0.587 0.415 1.154
H -1.237 -1.348 0.467
*
```

Computed properties:
E_tot (Ha): -503.6461

Löwdin population analysis, charges in e, atoms 1 to 4: -0.467, 0.136, 0.130, -0.348



7.
Formula: C22H24N6NaO3
Source: the OMol25 dataset
Level of theory: wB97M-V/def2-TZVPD

```
! wB97M-V def2-TZVPD RIJCOSX def2/J DEFGRID3
* xyz -1 1
Na -0.410 -0.055 -0.002
C -0.135 -1.462 2.700
N 1.001 -0.880 1.987
C 1.596 0.246 2.689
C 0.768 1.522 2.668
C 1.249 2.677 3.282
C 0.515 3.843 3.176
C -0.681 3.832 2.472
C -1.092 2.641 1.906
N -0.384 1.509 2.006
C 2.040 -1.846 1.626
C 2.804 -1.390 0.395
C 4.151 -1.678 0.225
C 4.782 -1.272 -0.942
C 4.055 -0.583 -1.899
C 2.715 -0.330 -1.646
N 2.103 -0.726 -0.527
C -1.075 -2.285 1.823
C -2.382 -2.484 2.235
C -3.210 -3.275 1.456
C -2.710 -3.832 0.299
C -1.391 -3.569 -0.043
N -0.578 -2.826 0.708
H -0.719 -0.644 3.119
H 0.205 -2.081 3.549
H 2.544 0.478 2.196
H 1.848 -0.006 3.733
H 2.198 2.657 3.805
H 0.881 4.760 3.623
H -1.271 4.731 2.347
H -2.005 2.576 1.320
H 1.556 -2.783 1.371
H 2.735 -2.027 2.459
H 4.693 -2.210 0.999
H 5.834 -1.481 -1.096
H 4.513 -0.237 -2.817
H 2.093 0.221 -2.349
H -2.747 -2.013 3.142
H -4.244 -3.430 1.743
H -3.333 -4.415 -0.368
H -0.967 -3.969 -0.954
N 1.559 2.955 -0.732
C 0.431 3.603 -1.425
C -0.575 2.661 -2.118
O -1.327 3.210 -2.959
N -0.477 1.384 -1.790
C -1.346 0.467 -2.548
C -1.825 -0.722 -1.700
O -1.691 -1.864 -2.205
O -2.298 -0.469 -0.543
H 1.440 1.959 -0.912
H 1.453 3.058 0.268
H 0.792 4.276 -2.203
H -0.139 4.224 -0.727
H -0.812 0.053 -3.405
H -2.228 0.990 -2.933
*
```

Computed properties:
E_tot (Ha): -1569.4250

Löwdin population analysis, charges in e, atoms 1 to 4: 0.254, -0.124, -0.171, -0.127



8.
Formula: C3F3NO
Source: the OMol25 dataset
Level of theory: wB97M-V/def2-TZVPD

```
! wB97M-V def2-TZVPD RIJCOSX def2/J DEFGRID3
* xyz 0 1
C 0.697 0.377 1.083
C -0.528 -0.033 1.508
C -0.122 -0.174 -1.058
N 1.765 0.913 0.954
O -1.593 -0.347 1.915
F -1.145 0.290 -1.799
F 0.994 0.466 -1.408
F -0.068 -1.493 -1.195
*
```

Computed properties:
E_tot (Ha): -543.7375

Löwdin population analysis, charges in e, atoms 1 to 4: -0.246, -0.046, -0.466, 0.214



Q: Number 2 is which compound?
A: C5H10O



Q: Look up the E_tot of the sixth one.
A: -503.6461 Ha